Arrangement w

Below is a 6-piece molecular cluster, H12O6 overall, with properties calculated with ωB97M-V/def2-TZVPD.

XYZ file:
```
18
H12O6 ωB97M-V/def2-TZVPD
O 0.711 0.456 -0.517
H 1.305 0.042 -1.154
H 0.157 -0.269 -0.208
O 3.446 -0.461 0.325
H 2.584 -0.710 0.678
H 4.010 -0.404 1.105
O -4.831 -0.507 0.381
H -4.300 0.217 0.031
H -4.502 -1.285 -0.084
O -1.671 3.427 -0.212
H -1.616 4.111 -0.889
H -1.398 3.876 0.596
O 0.196 -1.778 3.327
H -0.336 -2.316 2.730
H 0.932 -2.352 3.568
O 1.742 -0.871 -3.571
H 1.667 0.075 -3.407
H 1.903 -1.249 -2.699
```

Results
HOMO energy   -0.4226 hartree
SMILES   O.O.O.O.O.O
Charge   0
Lowest unoccupied orbital energy   0.105 eV

Arrangement x

Below is a 6-piece molecular cluster, H12O6 overall, with properties calculated with ωB97M-V/def2-TZVPD.

XYZ file:
```
18
H12O6 ωB97M-V/def2-TZVPD
O -2.408 1.755 -0.692
H -2.474 1.259 -1.516
H -3.321 1.978 -0.468
O 2.777 0.431 -0.340
H 2.097 -0.211 -0.569
H 2.343 1.019 0.289
O 0.916 -1.761 -0.881
H 1.006 -1.420 -1.784
H 0.166 -2.374 -0.922
O 2.375 -3.473 0.850
H 2.503 -4.228 0.267
H 1.894 -2.821 0.313
O -0.466 0.083 0.664
H -1.034 0.719 0.197
H -0.092 -0.499 -0.025
O -1.725 3.291 1.607
H -2.058 2.765 0.864
H -2.499 3.490 2.145
```

Results
HOMO energy   -0.4014 hartree
SMILES   O.O.O.O.O.O
Charge   0
Lowest unoccupied orbital energy   -0.322 eV

arrangement x takes first place; second place is 0.0094 hartree up.

Arrangement w

Below is the molecule C3H6N2S2, with properties calculated with ωB97M-V/def2-TZVPD.

XYZ file:
```
13
C3H6N2S2 ωB97M-V/def2-TZVPD
C 0.454 -1.561 0.412
N 0.741 -0.180 0.889
N -0.016 0.720 -0.002
C -1.319 1.013 0.158
S -2.513 0.440 1.089
C 0.604 1.015 -1.180
S 2.132 0.768 -1.601
H 0.849 -1.596 -0.666
H -0.574 -1.719 0.236
H 0.863 -2.348 1.068
H 0.296 -0.038 1.852
H -1.481 1.822 -0.553
H -0.036 1.664 -1.701
```

Results
HOMO energy   -0.3283 hartree
SMILES   CNN(C=S)C=S
Charge   0
Lowest unoccupied orbital energy   -0.822 eV

Arrangement x

Below is the molecule C3H6N2S2, with properties calculated with ωB97M-V/def2-TZVPD.

XYZ file:
```
13
C3H6N2S2 ωB97M-V/def2-TZVPD
H 0.595 3.081 0.110
N -0.334 2.487 -0.229
C 0.137 1.269 -0.128
S 1.860 0.825 -0.114
C 1.288 -0.952 -0.166
C -0.329 -1.146 -0.155
N -0.771 0.127 -0.407
S -2.450 0.407 -0.188
H 1.467 -1.582 0.809
H 1.946 -1.472 -1.076
H -0.269 -1.228 0.905
H -0.647 -2.079 -0.769
H -2.494 0.264 1.408
```

Results
HOMO energy   -0.3379 hartree
SMILES   [H]/N=C1\SCCN1S
Charge   0
Lowest unoccupied orbital energy   0.460 eV

arrangement w takes first place; second place is 0.0440 hartree up.

Arrangement w

Below is a 2-piece molecular cluster, C3H6N2S2 overall, with properties calculated with ωB97M-V/def2-TZVPD.

XYZ file:
```
13
C3H6N2S2 ωB97M-V/def2-TZVPD
C -1.764 0.644 -0.482
C 2.117 -0.313 0.489
C -1.768 -0.705 0.169
N -1.012 1.564 -0.078
N -0.373 2.411 0.326
S 1.589 -1.758 -0.023
S 3.406 0.602 -0.192
H -2.298 0.802 -1.403
H 1.667 0.194 1.332
H -0.968 -1.335 -0.236
H -2.717 -1.202 -0.011
H -1.612 -0.619 1.243
H 3.733 -0.286 -1.134
```

Results
HOMO energy   -0.2993 hartree
Charge   0
Lowest unoccupied orbital energy   -0.407 eV

Arrangement x

Below is the molecule C3H6N2S2, with properties calculated with ωB97M-V/def2-TZVPD.

XYZ file:
```
13
C3H6N2S2 ωB97M-V/def2-TZVPD
C -0.441 0.816 -2.076
S -0.816 -0.617 -1.057
C -0.196 0.072 0.558
C -0.198 -0.874 1.687
S 1.526 -1.500 1.860
N 2.042 -0.421 0.687
N 1.209 0.302 0.152
H 0.546 1.112 -1.653
H -1.042 1.621 -1.917
H -0.625 0.565 -3.067
H -0.646 1.088 0.628
H -0.550 -0.394 2.586
H -0.810 -1.770 1.612
```

Results
HOMO energy   -0.3206 hartree
SMILES   CS[C@H]1CSN=N1
Charge   0
Lowest unoccupied orbital energy   0.631 eV

Arrangement y

Below is the molecule C3H6N2S2, with properties calculated with ωB97M-V/def2-TZVPD.

XYZ file:
```
13
C3H6N2S2 ωB97M-V/def2-TZVPD
S -0.345 -3.063 -1.690
N 0.629 -1.999 -0.837
C 0.247 -0.876 -0.395
N 1.077 -0.005 0.227
C 0.459 0.992 1.096
C -0.784 1.383 0.267
S -1.394 -0.167 -0.472
H -1.263 -2.306 -2.273
H 1.981 -0.344 0.435
H 1.156 1.832 1.166
H 0.286 0.617 2.136
H -0.484 2.078 -0.529
H -1.566 1.860 0.870
```

Results
HOMO energy   -0.2912 hartree
SMILES   S/N=C1/NCCS1
Charge   0
Lowest unoccupied orbital energy   0.639 eV

arrangement y takes first place; second place is 0.0599 hartree up.

Arrangement w

Below is a 2-piece molecular cluster, C12H17N overall, with properties calculated with ωB97M-V/def2-TZVPD.

XYZ file:
```
30
C12H17N ωB97M-V/def2-TZVPD
C 2.426 2.013 1.221
C 0.960 1.697 1.259
C 0.158 1.663 2.355
N -1.156 1.443 1.981
C -1.195 1.381 0.608
C -2.286 1.082 -0.206
C -2.093 1.055 -1.572
C -0.806 1.272 -2.089
C 0.272 1.521 -1.270
C 0.083 1.727 0.107
H 2.617 2.792 0.476
H 2.986 1.158 0.849
H 2.770 2.402 2.175
H 0.459 1.928 3.356
H -1.911 1.113 2.555
H -3.296 1.108 0.191
H -2.944 0.965 -2.232
H -0.660 1.276 -3.147
H 1.257 1.566 -1.724
C -0.987 -2.753 -0.050
C 0.159 -2.727 -1.072
C 1.496 -2.482 -0.379
H -1.110 -1.772 0.396
H -0.796 -3.525 0.698
H -1.892 -3.109 -0.548
H 0.197 -3.564 -1.766
H -0.081 -1.865 -1.678
H 1.393 -1.755 0.430
H 1.734 -3.388 0.192
H 2.246 -2.221 -1.118
```

Results
HOMO energy   -0.2904 hartree
SMILES   Cc1c[nH]c2ccccc12.CCC
Charge   0
Lowest unoccupied orbital energy   0.926 eV

Arrangement x

Below is a 2-piece molecular cluster, C12H17N overall, with properties calculated with ωB97M-V/def2-TZVPD.

XYZ file:
```
30
C12H17N ωB97M-V/def2-TZVPD
C -1.747 -1.504 -1.837
C -1.582 -0.882 -0.512
C -1.060 -1.511 0.580
N -1.064 -0.669 1.673
C -1.616 0.527 1.303
C -1.884 1.671 2.069
C -2.231 2.791 1.343
C -2.530 2.748 -0.032
C -2.459 1.552 -0.714
C -2.045 0.391 -0.022
H -2.536 -1.040 -2.396
H -1.779 -2.588 -1.825
H -0.884 -1.336 -2.502
H -0.983 -2.573 0.765
H -0.677 -0.891 2.570
H -1.709 1.712 3.133
H -2.265 3.718 1.883
H -2.922 3.626 -0.522
H -2.992 1.454 -1.649
C 3.091 0.629 0.010
C 3.218 -0.868 0.243
C 3.227 -1.744 -1.004
H 2.469 0.811 -0.870
H 4.046 1.103 -0.218
H 2.637 1.132 0.863
H 4.038 -1.081 0.936
H 2.383 -1.241 0.848
H 2.801 -1.234 -1.867
H 4.262 -1.962 -1.293
H 2.790 -2.741 -0.956
```

Results
HOMO energy   -0.2850 hartree
SMILES   Cc1c[nH]c2ccccc12.CCC
Charge   0
Lowest unoccupied orbital energy   0.899 eV

Arrangement y

Below is a 2-piece molecular cluster, C12H17N overall, with properties calculated with ωB97M-V/def2-TZVPD.

XYZ file:
```
30
C12H17N ωB97M-V/def2-TZVPD
C -0.467 -3.873 0.262
C -0.793 -2.412 0.322
C -1.288 -1.908 1.492
N -1.686 -0.593 1.196
C -1.438 -0.270 -0.152
C -1.644 0.891 -0.867
C -1.134 0.935 -2.181
C -0.539 -0.250 -2.709
C -0.195 -1.306 -1.953
C -0.615 -1.434 -0.696
H -0.444 -4.039 -0.863
H -1.225 -4.725 0.694
H 0.595 -4.032 0.730
H -1.340 -2.308 2.505
H -1.558 0.090 1.902
H -2.020 1.860 -0.454
H -1.160 1.784 -2.789
H -0.247 -0.067 -3.801
H 0.378 -2.235 -2.349
C 1.539 3.453 0.927
C 1.049 2.089 1.160
C 1.880 1.034 0.536
H 0.789 4.062 0.404
H 2.474 3.359 0.331
H 1.732 4.107 1.664
H 1.064 1.860 2.319
H -0.047 1.949 0.873
H 2.784 1.351 -0.022
H 2.339 0.413 1.457
H 1.219 0.216 0.060
```

Results
HOMO energy   -0.2892 hartree
SMILES   Cc1c[nH]c2ccccc12.CCC
Charge   0
Lowest unoccupied orbital energy   0.942 eV

arrangement w takes first place; second place is 0.0096 hartree up.

Arrangement w

Below is the molecule C2H7NO2S2, with properties calculated with ωB97M-V/def2-TZVPD.

XYZ file:
```
14
C2H7NO2S2 ωB97M-V/def2-TZVPD
C -0.966 0.330 1.174
S 0.346 0.506 0.001
C -0.515 -0.095 -1.551
N 0.543 2.077 -0.026
S 2.019 -1.309 0.480
O 2.012 -2.040 -0.761
O 0.590 -1.921 1.603
H -1.940 0.241 0.877
H -0.782 -0.623 1.521
H -0.713 1.099 1.892
H -1.091 -0.971 -1.156
H -1.177 0.684 -1.829
H 0.096 -0.296 -2.412
H 1.576 2.317 0.187
```

Results
HOMO energy (alpha / beta)   -0.3442 / -0.3442 hartree
SMILES   CS(C)(=N)=S(=O)=O
Charge   0
Lowest unoccupied orbital energy (alpha / beta)   -1.494 / -1.494 eV

Arrangement x

Below is a 2-piece molecular cluster, C2H7NO2S2 overall, with properties calculated with ωB97M-V/def2-TZVPD.

XYZ file:
```
14
C2H7NO2S2 ωB97M-V/def2-TZVPD
C 0.645 0.930 -1.172
C 0.499 -0.208 -0.152
N -0.275 -1.334 -0.622
O 0.689 1.051 2.171
O -0.555 -1.048 2.061
S -0.819 1.975 -1.359
S -0.317 0.478 1.392
H 1.104 0.415 -1.989
H 1.439 1.706 -0.705
H 1.899 -0.506 0.262
H -1.100 -1.220 -1.151
H -0.245 -2.112 0.002
H -1.286 -1.076 2.629
H -1.678 0.949 -1.367
```

Results
HOMO energy   -0.3183 hartree
Charge   0
Lowest unoccupied orbital energy   0.446 eV

Arrangement y

Below is the molecule C2H7NO2S2, with properties calculated with ωB97M-V/def2-TZVPD.

XYZ file:
```
14
C2H7NO2S2 ωB97M-V/def2-TZVPD
C -0.311 -1.680 1.657
S 0.051 -0.887 0.070
O 1.481 -0.767 -0.062
S -0.880 -1.723 -1.384
O -0.548 0.557 0.371
C 0.256 1.700 -0.396
N 0.161 1.614 -1.766
H -1.384 -1.724 1.775
H 0.127 -2.670 1.623
H 0.154 -1.077 2.425
H 1.276 1.570 -0.040
H -0.232 2.583 0.012
H 0.630 0.806 -2.159
H -0.782 1.697 -2.126
```

Results
HOMO energy   -0.3377 hartree
SMILES   C[S@@](=O)(=S)OCN
Charge   0
Lowest unoccupied orbital energy   0.767 eV

Arrangement z

Below is a 2-piece molecular cluster, C2H7NO2S2 overall, with properties calculated with ωB97M-V/def2-TZVPD.

XYZ file:
```
14
C2H7NO2S2 ωB97M-V/def2-TZVPD
C -1.882 -0.122 0.803
C -1.825 -0.350 -1.527
N -1.238 -0.274 -0.444
O 1.297 -0.110 0.967
O 2.776 -1.461 -0.358
S 3.467 1.434 -0.412
S 2.829 -0.501 0.663
H -1.582 -0.920 1.383
H -1.564 0.803 1.389
H -2.882 0.063 0.613
H -2.858 -0.434 -1.528
H -1.222 -0.210 -2.520
H 0.686 0.135 0.256
H 3.999 1.947 0.715
```

Results
HOMO energy   -0.3459 hartree
Charge   0
Lowest unoccupied orbital energy   0.188 eV

arrangement y takes first place; second place is 0.0514 hartree up.